The following is a quantum chemistry calculation of a structure of composition C4H10N4O at a distorted geometry, from the OMol25 dataset.

Each line ends with the Mulliken charge.
Positions of all 19 atoms, in Å:
O (0.40, 2.43, -0.10)  -0.5741
N (1.15, 1.02, 1.57)  -0.4427
N (0.10, 1.52, 0.67)  0.4076
N (-0.91, -0.85, 1.02)  -0.4028
N (0.20, -2.71, -1.03)  -0.4277
C (0.63, -1.66, -1.54)  -0.3911
C (-1.77, 0.45, -0.85)  -1.4011
C (2.07, 1.85, 1.82)  -0.2812
C (-0.65, 0.04, 0.06)  0.5918
H (-1.38, 1.13, -1.61)  0.3203
H (-1.63, -1.54, 0.88)  0.2383
H (0.38, -0.46, -0.71)  0.2668
H (-0.16, -1.05, 1.67)  0.2301
H (2.13, 2.83, 1.34)  0.2619
H (0.38, -3.59, -1.53)  0.2324
H (0.97, -1.52, -2.58)  0.3247
H (2.82, 1.58, 2.55)  0.2530
H (-2.54, 0.96, -0.28)  0.3812
H (-2.19, -0.43, -1.34)  0.4126

Values from the calculation:
E_HOMO (alpha / beta) in eV: -7.794 / -6.878
Energy above the lowest of the compared OMol25 structures with the same formula, charge and spin in kcal/mol: 173.6
Calculated total energy in eV: -12311.0071
Charge: 0
F_max in eV/Å: 2.63
Kohn-Sham gap (alpha / beta) in hartree: 0.2857 / 0.2488